Entry 1:
16
Properties=species:S:1:pos:R:3:forces:R:3:nbo_charge:R:1 method="wB97M-V/def2-TZVPD" e_homo_ev=-9.410 total_charge=0
C -1.15508 1.54261 -0.24464 -0.1 0.1 0.0 -0.619
C -0.27321 0.38849 0.21774 -0.1 0.0 0.0 -0.086
C -1.00405 -0.95695 0.10097 -0.3 0.3 -0.2 -0.057
O -0.45404 -1.97717 0.89648 0.3 0.0 0.0 -0.720
N 0.98500 0.33097 -0.53013 -0.1 0.1 -0.2 -0.844
C 2.91652 -0.88031 0.06186 0.0 -1.2 1.0 0.514
O 2.47200 -1.60552 0.82703 0.8 0.6 -0.8 -0.563
H -0.59862 2.48444 -0.20001 -0.1 -0.1 0.0 0.212
H -2.05462 1.63750 0.37081 0.1 0.0 -0.1 0.214
H -1.46196 1.38197 -1.28686 0.0 0.0 0.2 0.201
H -0.01887 0.50509 1.28108 0.0 0.1 -0.2 0.198
H -2.03806 -0.84059 0.44409 0.1 0.1 -0.1 0.179
H -1.04923 -1.25195 -0.96369 0.1 0.1 0.2 0.151
H 0.49909 -2.00775 0.74058 -0.2 0.0 0.0 0.481
H 0.84885 0.37888 -1.53511 -0.1 0.0 0.1 0.366
H 1.66396 1.04562 -0.28402 -0.4 0.1 0.0 0.373



Entry 2:
56
Properties=species:S:1:pos:R:3:forces:R:3:lowdin_spin:R:1 method="wB97M-V/def2-TZVPD" e_homo_ev="-13.979 / -15.538" total_charge=+2 spin_multiplicity=5
Cr 0.38963 -1.59112 0.95132 -0.1 -0.7 0.3 3.587
O 0.16140 0.68977 4.79616 0.1 -0.1 0.0 0.004
C 0.40285 0.08282 3.65451 -0.6 0.2 0.3 0.008
O -0.42063 -0.17473 2.80165 0.0 0.3 0.1 0.047
C 1.82447 -0.27775 3.45992 0.9 -0.2 -0.1 0.010
C 2.86531 -0.03229 4.35371 -0.3 0.0 -0.1 -0.002
C 4.14292 -0.40532 3.97758 0.2 0.0 0.0 0.009
C 4.36763 -0.98266 2.73243 -0.2 0.0 -0.1 -0.001
C 3.27139 -1.18409 1.90515 0.0 0.2 0.5 0.009
N 2.03564 -0.85611 2.28428 -0.2 0.1 -0.1 0.014
C 3.26718 -1.73213 0.52384 0.2 -0.2 -0.5 0.016
O 4.37317 -2.07623 -0.07862 -0.1 0.0 0.0 0.008
O 2.20422 -1.85072 -0.07868 -0.1 0.2 0.2 0.025
H -0.77748 0.92088 4.89021 0.0 0.0 -0.1 0.000
H 2.68269 0.43928 5.30782 -0.1 0.0 0.0 0.000
H 4.97305 -0.23521 4.64929 0.0 0.0 0.0 0.000
H 5.37588 -1.25121 2.44696 0.0 0.0 0.0 0.000
H 5.17387 -1.95384 0.45153 0.0 0.0 0.0 0.000
C -1.32452 -2.73819 2.10579 0.2 0.2 0.4 -0.033
C -0.15046 -3.53813 2.10218 0.2 -0.2 0.2 -0.020
C 0.16906 -3.84133 0.77688 0.1 0.3 -0.3 -0.028
C -0.75647 -3.14064 -0.05598 0.1 -0.5 -0.4 -0.023
C -1.71865 -2.53302 0.78649 -0.1 0.7 -0.6 -0.015
H -1.81740 -2.36200 2.98646 0.0 0.0 0.0 0.000
H 0.39577 -3.87468 2.96955 -0.1 0.0 0.1 0.001
H 1.01830 -4.40946 0.42898 0.0 -0.1 0.0 0.000
H -0.79270 -3.19646 -1.13400 0.0 0.0 0.0 0.003
H -2.56292 -1.96527 0.43001 -0.1 0.0 0.1 0.004
C -4.96199 0.93666 -2.36964 0.0 0.0 0.0 0.000
C -4.35213 1.98094 -1.44830 0.0 0.0 0.1 0.004
C -2.82263 1.97457 -1.44694 0.1 0.1 0.0 0.013
C -2.24804 0.65299 -0.89515 0.0 0.2 -0.1 0.034
Ge -0.30723 0.73967 -0.78660 0.1 -0.3 0.0 0.210
C 0.86616 0.24347 -2.27231 -0.1 0.0 0.0 0.038
C 0.55085 1.02768 -3.56606 -0.1 0.0 0.1 0.015
C 1.15053 2.42635 -3.55444 0.0 0.0 -0.1 0.002
C 0.52997 3.34040 -2.51428 0.0 0.1 0.1 0.011
H -6.04514 1.03600 -2.40732 0.0 0.0 0.0 0.000
H -4.74610 -0.08016 -2.03832 0.0 0.0 0.0 0.000
H -4.58769 1.04614 -3.38898 0.0 0.0 0.0 0.000
H -4.70961 1.83955 -0.42400 0.0 0.0 0.0 0.000
H -4.68219 2.97692 -1.75005 0.0 0.0 0.0 0.001
H -2.45397 2.81178 -0.84643 0.0 0.0 0.0 0.001
H -2.46095 2.13484 -2.46689 0.0 0.0 0.0 0.000
H -2.54811 -0.18760 -1.52197 0.1 0.0 0.0 0.000
H -2.63831 0.48507 0.11163 0.1 0.0 0.0 0.002
H 0.25666 1.57452 0.37724 0.0 0.0 0.0 0.030
H 0.73474 -0.82556 -2.45838 -0.1 0.0 0.1 0.004
H 1.90716 0.39808 -1.98490 0.0 0.0 0.1 0.000
H -0.53157 1.07563 -3.72733 0.0 0.0 0.0 0.000
H 0.94886 0.45885 -4.40782 0.1 0.0 0.0 0.002
H 1.02070 2.87081 -4.54330 0.0 0.0 0.0 0.001
H 2.22978 2.35197 -3.39794 0.0 0.0 0.0 0.000
H -0.53771 3.48533 -2.68528 0.0 0.0 0.0 0.000
H 0.99089 4.32772 -2.52408 0.0 0.0 0.0 0.001
H 0.67387 2.96724 -1.48758 0.0 0.0 0.0 0.007



Entry 3:
13
Properties=species:S:1:pos:R:3:forces:R:3:nbo_charge:R:1 method="wB97M-V/def2-TZVPD" e_homo_ev="-7.719 / -8.145" total_charge=0
C -1.41418 -0.01231 -0.51210 0.0 0.1 0.0 -0.652
C 0.01836 -0.01289 -0.06954 -0.2 -0.2 -0.1 0.085
C 0.97355 -0.84857 -0.88627 0.0 0.1 0.0 -0.641
C 0.44345 0.50649 1.11174 0.2 -0.1 0.6 -0.424
C 0.20341 1.36012 2.19682 -0.1 0.0 -0.7 -0.098
H -1.98544 0.81480 -0.08110 0.1 -0.1 -0.1 0.225
H -1.50770 -0.00563 -1.60317 0.0 0.1 0.1 0.218
H -1.88087 -0.94625 -0.16286 0.1 0.2 -0.1 0.229
H 1.25673 -0.14973 1.45836 0.5 0.2 0.1 0.271
H 0.68336 -1.90379 -0.97188 -0.1 0.2 0.1 0.215
H 1.99143 -0.79588 -0.48502 -0.2 -0.1 0.0 0.218
H 1.00443 -0.44169 -1.90634 0.0 -0.1 0.1 0.221
H 0.21348 2.43534 1.91136 -0.3 -0.4 0.1 0.133



Quick rundown of ΔE to the lowest compared entry with this formula, charge and spin, same order as above: 1.820; 0.339; 4.224 eV
Quick rundown of E_tot, same order as above: -9878.2411; -115813.4769; -5309.9428 eV
Quick rundown of max |F|, same order as above: 0.0313; 0.0171; 0.0143 hartree/bohr